Record 1
# C62H74O10S3

12 unconnected molecules or ions with the total composition C62H74O10S3 (wB97M-V/def2-TZVPD, the OMol25 dataset).

Geometry as ORCA input:
```
! wB97M-V def2-TZVPD RIJCOSX def2/J DEFGRID3
* xyz 0 1
C -1.7080 3.8214 4.1024
C -3.2188 3.9531 4.1386
O -3.8099 2.8187 3.4411
S -4.2673 3.0029 1.9526
C -5.6759 4.0497 2.0880
O -3.2394 3.7472 1.2953
O -4.6821 1.7202 1.5080
H -1.2749 4.6934 4.5938
H -1.3804 3.7992 3.0632
H -1.3622 2.9114 4.5884
H -3.6327 3.8085 5.1335
H -3.4682 4.9278 3.7218
H -5.3462 5.0735 2.2396
H -6.3155 3.7001 2.8926
H -6.1927 3.9968 1.1309
C 0.6037 -1.8144 0.8672
C 1.3921 -0.6886 0.2543
O 0.6040 -0.0323 -0.7570
S 0.8014 1.5336 -0.9432
C -0.5143 2.0181 0.1262
O 2.0432 1.9243 -0.3529
O 0.4687 1.8447 -2.2856
H -0.2323 -1.4739 1.4749
H 1.2903 -2.4630 1.4120
H 0.2055 -2.4908 0.1054
H 1.6742 -0.0128 1.0652
H 2.3266 -1.0680 -0.1624
H -1.4275 1.6122 -0.2968
H -0.5457 3.0994 0.2329
H -0.2710 1.6010 1.1031
O 8.3604 2.5346 1.1909
S 6.9720 2.5269 1.4245
O 6.4809 2.4506 2.7391
O 6.3077 3.7562 0.6605
C 5.0577 3.3797 0.0938
C 5.0864 1.8562 -0.1016
O 6.2997 1.4064 0.5339
H 4.2488 3.6383 0.7837
H 4.8531 3.9495 -0.8087
H 5.1325 1.5567 -1.1441
H 4.2609 1.3742 0.4101
C 2.5133 7.1099 2.2467
C 2.5804 6.1562 1.2411
C 1.4657 5.4041 0.8965
C 0.2447 5.6531 1.5209
C 0.1637 6.6065 2.5199
C 1.2786 7.3857 2.8142
H 3.3673 7.7190 2.5083
H 3.5106 6.0056 0.7047
H 1.5109 4.6508 0.1194
H -0.6230 5.0723 1.2282
H -0.7750 6.8202 3.0149
H 1.1662 8.1723 3.5517
C -4.1297 -1.9082 -2.1017
C -4.7370 -3.1622 -2.0246
C -4.9615 -3.7665 -0.7965
C -4.5001 -3.1479 0.3675
C -4.0226 -1.8475 0.3017
C -3.8345 -1.2275 -0.9311
H -3.9329 -1.4664 -3.0698
H -5.0917 -3.6617 -2.9185
H -5.4034 -4.7547 -0.7794
H -4.5983 -3.6967 1.2953
H -3.7941 -1.3395 1.2328
H -3.3680 -0.2494 -0.9385
C 4.4197 -5.4593 -1.4219
C 3.7927 -6.0219 -2.5309
C 2.4115 -6.1991 -2.5514
C 1.6573 -5.8143 -1.4462
C 2.2768 -5.2086 -0.3651
C 3.6584 -5.0572 -0.3281
H 5.4997 -5.3841 -1.4346
H 4.3924 -6.2638 -3.4002
H 1.9776 -6.5917 -3.4602
H 0.5817 -5.8647 -1.5685
H 1.7072 -4.7473 0.4344
H 4.1615 -4.6804 0.5514
C 4.2408 -3.4193 3.0364
C 3.1512 -2.6561 3.4329
C 3.1895 -1.2716 3.3566
C 4.3197 -0.6289 2.8940
C 5.4404 -1.3805 2.5384
C 5.4039 -2.7648 2.6587
H 4.2128 -4.4968 3.1358
H 2.2966 -3.1552 3.8764
H 2.2926 -0.7019 3.5777
H 4.3554 0.4358 2.6932
H 6.3487 -0.9411 2.1493
H 6.2884 -3.3267 2.3794
C -1.5031 -4.3444 -2.7431
C -0.8846 -3.2062 -2.2512
C 0.3055 -2.7893 -2.8400
C 0.8016 -3.4155 -3.9718
C 0.1719 -4.5548 -4.4425
C -1.0071 -5.0061 -3.8570
H -2.4270 -4.7144 -2.3128
H -1.3068 -2.6753 -1.4091
H 0.7041 -1.8518 -2.4681
H 1.7505 -3.1025 -4.3888
H 0.5438 -5.1158 -5.2929
H -1.5410 -5.8329 -4.3065
C -0.0503 3.9273 -6.5312
C 0.5034 4.2872 -7.7522
C 1.8541 4.6252 -7.8341
C 2.6460 4.5255 -6.6997
C 2.0784 4.2420 -5.4672
C 0.7520 3.8627 -5.3951
H -1.1190 3.7687 -6.4822
H -0.0938 4.3447 -8.6542
H 2.2825 4.8591 -8.7999
H 3.6989 4.7776 -6.7521
H 2.6918 4.2777 -4.5759
H 0.2766 3.5692 -4.4665
C -1.4095 -5.6598 1.3598
C -2.3311 -5.3406 2.3512
C -3.2945 -6.2467 2.7449
C -3.3184 -7.5082 2.1476
C -2.3672 -7.8454 1.2047
C -1.4534 -6.9088 0.7587
H -0.7156 -4.9024 1.0158
H -2.2839 -4.3431 2.7765
H -3.9704 -6.0183 3.5589
H -3.9704 -8.2754 2.5471
H -2.3369 -8.8550 0.8126
H -0.7239 -7.1430 -0.0059
C -4.8710 2.5609 -3.2058
C -4.3559 3.0941 -4.3763
C -3.2008 3.8632 -4.3280
C -2.5866 4.1269 -3.1033
C -3.0794 3.5490 -1.9411
C -4.2554 2.8101 -1.9829
H -5.7767 1.9684 -3.2508
H -4.8009 2.9482 -5.3527
H -2.8318 4.4289 -5.1745
H -1.6158 4.6092 -3.1005
H -2.6619 3.8812 -0.9997
H -4.7418 2.4056 -1.1031
C -1.3000 -1.8672 4.3703
C -1.5407 -0.8421 3.4594
C -0.7747 0.3136 3.5069
C 0.2666 0.4435 4.4125
C 0.4885 -0.5681 5.3420
C -0.2409 -1.7426 5.2652
H -1.8341 -2.8042 4.2782
H -2.2605 -1.0013 2.6638
H -1.0701 1.1268 2.8527
H 0.8618 1.3482 4.4308
H 1.2149 -0.4457 6.1350
H 0.0026 -2.5885 5.8971
*
```

- SMILES string: CCOS(C)(=O)=O.CCOS(C)(=O)=O.O=S1(=O)OCCO1.c1ccccc1.c1ccccc1.c1ccccc1.c1ccccc1.c1ccccc1.c1ccccc1.c1ccccc1.c1ccccc1.c1ccccc1
- Kohn-Sham gap: 9.041 eV
- Highest occupied orbital energy: -8.93 eV

Record 2
# C62H81FN10O2P

9 unconnected molecules or ions with the total composition C62H81FN10O2P (wB97M-V/def2-TZVPD, the OMol25 dataset).

Geometry as ORCA input:
```
! wB97M-V def2-TZVPD RIJCOSX def2/J DEFGRID3
* xyz 1 1
C -4.7338 -2.9011 1.9912
C -5.2107 -3.5472 0.5453
C -4.7186 -2.4779 -0.6309
C -3.1474 -2.7517 -1.1077
C -2.5326 -1.3198 -1.6276
C -1.8705 -1.4074 -3.1606
C -0.7531 -0.2093 -3.2354
C -0.4023 0.3209 -4.7470
C 1.0303 -0.2753 -5.3495
C 2.3159 0.7430 -5.0535
C 2.7776 0.7485 -3.4808
C 3.7760 1.9738 -3.0499
C 5.3518 1.7666 -3.4473
C 6.3282 3.0067 -3.9961
C 5.8927 4.6111 -4.1786
C 6.5564 5.3723 -2.8453
C 5.7925 4.9072 -1.4318
C 4.5617 5.9591 -1.0248
C 3.6488 5.2796 0.1678
N 7.7288 2.5150 -4.2933
C 7.6172 1.0369 -3.9288
P 9.2624 0.0972 -4.1848
O 9.4637 -0.0194 -5.7807
N 6.2636 0.5601 -3.4361
C 5.8936 -0.8331 -2.9775
C 5.4973 -1.8776 -4.1777
O 5.6144 -1.6609 -5.4910
F 4.9709 -3.2306 -3.7673
H -5.3548 -1.9028 2.1917
H -3.6024 -2.5623 1.9696
H -4.8743 -3.6961 2.8395
H -4.6408 -4.5535 0.3179
H -6.3828 -3.7405 0.5213
H -4.8511 -1.4032 -0.1437
H -5.4663 -2.5534 -1.5558
H -3.1010 -3.5902 -1.9324
H -2.5756 -3.0776 -0.1235
H -1.6834 -1.0209 -0.8488
H -3.4194 -0.5378 -1.5930
H -1.3661 -2.4785 -3.2229
H -2.7288 -1.3157 -3.9672
H -1.1841 0.7017 -2.6017
H 0.2356 -0.6465 -2.7321
H -0.2891 1.5009 -4.7475
H -1.3132 0.0892 -5.4720
H 1.2080 -1.3469 -4.8742
H 0.8399 -0.4355 -6.5127
H 1.9774 1.8053 -5.4382
H 3.1914 0.3412 -5.7565
H 1.7788 0.8957 -2.8433
H 3.1622 -0.3264 -3.2251
H 3.4041 2.9356 -3.6510
H 3.6149 2.2359 -1.9028
H 4.7073 4.6701 -4.0629
H 6.2549 5.0705 -5.1920
H 7.6516 4.9087 -2.7553
H 6.5785 6.5498 -2.9666
H 6.5535 4.8825 -0.5128
H 5.3675 3.8009 -1.4996
H 5.1174 6.9266 -0.6122
H 3.9667 6.1567 -2.0169
H 4.1170 4.2741 0.5623
H 2.5421 5.1715 -0.2218
H 3.6379 6.0282 1.0673
H 8.5550 3.0742 -4.6307
H 10.4361 0.7765 -3.6936
H 9.2247 -1.2423 -3.6549
H 6.8460 -1.2674 -2.4063
H 5.0392 -0.7344 -2.1751
N -0.1682 1.8849 -0.2603
C -0.2738 3.2258 -0.3875
C -0.3559 4.0976 0.6864
C -0.3326 3.5640 1.9706
C -0.2266 2.1867 2.1340
C -0.1463 1.3963 0.9988
H -0.2912 3.5933 -1.4094
H -0.4366 5.1667 0.5254
H -0.3962 4.2160 2.8369
H -0.2063 1.7397 3.1215
H -0.0586 0.3161 1.0740
N 6.4567 8.1173 1.1380
C 5.9305 9.0713 1.9369
C 6.4857 9.4556 3.1470
C 7.6498 8.8214 3.5679
C 8.2147 7.8335 2.7679
C 7.5881 7.5207 1.5723
H 5.0204 9.5343 1.5666
H 6.0214 10.2301 3.7469
H 8.1133 9.0949 4.5113
H 9.1211 7.3201 3.0679
H 7.9922 6.7591 0.9112
N -4.1994 -2.7467 5.2089
C -4.7256 -1.7927 6.0078
C -4.1704 -1.4085 7.2179
C -3.0062 -2.0426 7.6388
C -2.4414 -3.0306 6.8388
C -3.0680 -3.3433 5.6432
H -5.6356 -1.3298 5.6374
H -4.6346 -0.6340 7.8178
H -2.5428 -1.7691 8.5822
H -1.5349 -3.5439 7.1388
H -2.6639 -4.1049 4.9821
N 2.5407 -4.6815 -6.7188
C 2.7347 -5.3994 -7.8469
C 3.9850 -5.7145 -8.3543
C 5.1070 -5.2639 -7.6669
C 4.9397 -4.5206 -6.5030
C 3.6489 -4.2592 -6.0722
H 1.8284 -5.7254 -8.3489
H 4.0816 -6.2968 -9.2636
H 6.1035 -5.4901 -8.0349
H 5.7937 -4.1544 -5.9447
H 3.4662 -3.6863 -5.1674
N -8.3777 -6.2974 2.8115
C -8.8715 -7.4682 2.3526
C -8.0970 -8.4505 1.7565
C -6.7326 -8.2188 1.6177
C -6.1946 -7.0217 2.0788
C -7.0493 -6.1017 2.6645
H -9.9419 -7.6005 2.4808
H -8.5466 -9.3735 1.4084
H -6.0936 -8.9649 1.1543
H -5.1354 -6.8107 1.9850
H -6.6768 -5.1541 3.0434
N -9.7122 -11.8991 1.4538
C -9.5596 -13.0847 2.0836
C -10.5979 -13.7760 2.6870
C -11.8712 -13.2177 2.6470
C -12.0598 -11.9969 2.0074
C -10.9602 -11.3829 1.4297
H -8.5470 -13.4774 2.0908
H -10.4181 -14.7263 3.1767
H -12.7097 -13.7297 3.1101
H -13.0395 -11.5352 1.9593
H -11.0567 -10.4307 0.9158
N 5.7148 13.0394 3.0844
C 6.4955 13.6474 4.0043
C 7.6323 14.3749 3.6905
C 7.9954 14.4839 2.3523
C 7.2126 13.8671 1.3818
C 6.0916 13.1643 1.7933
H 6.1724 13.5306 5.0347
H 8.2206 14.8447 4.4706
H 8.8809 15.0449 2.0679
H 7.4689 13.9329 0.3305
H 5.4465 12.6685 1.0734
N -10.3736 -2.8460 4.5587
C -10.8999 -1.8920 5.3576
C -10.3447 -1.5077 6.5676
C -9.1805 -2.1419 6.9885
C -8.6157 -3.1298 6.1885
C -9.2423 -3.4426 4.9929
H -11.8099 -1.4290 4.9872
H -10.8089 -0.7332 7.1675
H -8.7170 -1.8684 7.9320
H -7.7092 -3.6432 6.4886
H -8.8381 -4.2042 4.3319
*
```

- Kohn-Sham gap: 5.652 eV
- Highest occupied orbital energy: -10.22 eV

Listing calculated total energy for the structures above in their given order: -4353.7964 -3549.5231 hartree.